[1]
79
Properties=species:S:1:pos:R:3 method="wB97M-V/def2-TZVPD" total_charge=-2 gap_ev=5.7 e_above_lowest_kj_mol=1.7 e_homo_ev=-1.80 e_lumo_ev=3.9
Na 0.963 1.736 1.538
S -0.553 2.793 -1.683
P -1.261 1.038 -1.029
C -0.393 0.233 0.120
P -0.409 -1.102 1.082
S 0.874 -1.075 2.637
C -2.078 -1.521 1.783
C -2.430 -1.122 3.069
C -3.726 -1.298 3.537
C -4.689 -1.887 2.728
C -4.344 -2.304 1.449
C -3.050 -2.120 0.984
C -0.098 -2.692 0.191
C 0.151 -2.686 -1.174
C 0.364 -3.876 -1.862
C 0.330 -5.084 -1.184
C 0.090 -5.099 0.188
C -0.118 -3.910 0.868
C -1.551 -0.017 -2.526
C -2.539 -1.000 -2.549
C -2.622 -1.905 -3.598
C -1.711 -1.846 -4.644
C -0.728 -0.864 -4.637
C -0.657 0.047 -3.591
C -3.009 1.383 -0.535
C -3.351 1.381 0.810
C -4.652 1.658 1.214
C -5.626 1.940 0.270
C -5.291 1.961 -1.080
C -3.990 1.691 -1.477
H -1.668 -0.671 3.695
H -3.985 -0.973 4.538
H -5.702 -2.019 3.090
H -5.089 -2.765 0.810
H -2.784 -2.449 -0.015
H 0.181 -1.734 -1.689
H 0.550 -3.852 -2.930
H 0.493 -6.014 -1.717
H 0.071 -6.042 0.723
H -0.289 -3.912 1.939
H -3.249 -1.059 -1.732
H -3.394 -2.667 -3.594
H -1.767 -2.560 -5.458
H -0.015 -0.806 -5.452
H 0.095 0.829 -3.584
H -2.581 1.156 1.537
H -4.901 1.640 2.269
H -6.645 2.148 0.580
H -6.046 2.193 -1.823
H -3.723 1.724 -2.527
C 3.055 3.498 -2.636
C 3.639 2.538 -1.636
C 3.196 1.219 -1.586
C 3.733 0.313 -0.679
C 3.224 -1.098 -0.610
C 4.711 0.754 0.207
C 5.144 2.072 0.207
C 6.086 2.568 1.268
C 4.611 2.948 -0.732
H 3.358 3.235 -3.655
H 3.389 4.518 -2.438
H 1.965 3.469 -2.596
H 2.390 0.904 -2.241
H 2.388 -1.162 0.090
H 3.999 -1.783 -0.258
H 2.868 -1.442 -1.582
H 5.105 0.064 0.947
H 5.501 2.947 2.110
H 6.720 3.377 0.896
H 6.730 1.767 1.636
H 4.934 3.985 -0.735
C 2.610 1.654 4.891
S 2.355 3.007 3.761
O 2.977 4.164 4.383
O 0.900 3.100 3.599
O 2.985 2.577 2.506
H 2.138 1.907 5.839
H 3.682 1.517 5.024
H 2.158 0.760 4.463

=====

[2]
82
Properties=species:S:1:pos:R:3 method="wB97M-V/def2-TZVPD" total_charge=+1 gap_ev="6.9 / 6.7" s_squared=8.758 multiplicity=6 e_homo_ev="-10.44 / -10.50" e_lumo_ev="-3.6 / -3.8"
Mn 0.217 0.014 -0.203
C 3.834 -0.390 -1.334
C 2.690 -0.433 -2.234
C 2.794 -0.728 -3.577
C 1.541 -0.452 -4.138
N 0.746 -0.082 -3.114
N 1.421 -0.182 -1.920
B -0.809 0.179 -3.168
N -1.495 -1.058 -2.465
C -2.329 -2.074 -2.903
C -2.436 -2.992 -1.912
C -1.690 -2.427 -0.841
C -1.582 -2.993 0.512
N -1.143 -1.294 -1.196
N -1.068 1.534 -2.380
C -1.955 2.439 -2.797
C -2.054 3.459 -1.822
C -1.213 3.036 -0.814
C -1.002 3.672 0.513
N -0.602 1.833 -1.142
N -1.275 0.401 -4.588
C -0.648 1.223 -5.469
C -1.529 1.509 -6.437
C -2.711 0.859 -6.059
C -4.021 0.909 -6.769
N -2.564 0.222 -4.955
H 3.684 -0.039 -0.317
H 4.445 -1.247 -1.171
H 4.520 0.431 -1.726
H 3.697 -0.910 -4.117
H 1.133 -0.474 -5.128
H -2.760 -1.963 -3.909
H -2.944 -3.917 -1.895
H -0.790 -2.501 0.981
H -2.478 -2.852 1.134
H -1.338 -4.061 0.508
H -2.375 2.504 -3.778
H -2.619 4.360 -1.696
H 0.071 3.843 0.744
H -1.521 4.619 0.351
H -1.413 3.099 1.281
H 0.354 1.610 -5.229
H -1.277 2.104 -7.317
H -4.531 1.696 -6.294
H -3.958 1.199 -7.764
H -4.785 0.086 -6.676
C 1.023 0.896 2.080
Ge 0.404 -0.496 3.167
C 1.431 -1.842 3.961
C 2.598 -1.582 4.727
C 3.174 -2.658 5.449
C 2.622 -3.913 5.400
C 1.545 -4.182 4.528
C 0.966 -3.130 3.864
C -1.392 -0.586 3.655
C -2.335 0.316 2.996
C -3.707 0.302 3.187
C -4.242 -0.690 4.079
C -3.324 -1.542 4.682
C -1.927 -1.484 4.535
C 2.297 1.486 1.896
C 3.464 0.756 2.204
C 4.718 1.374 2.102
C 4.865 2.703 1.689
C 3.690 3.469 1.525
C 2.480 2.842 1.635
H 0.218 1.641 2.152
H 2.913 -0.574 4.978
H 4.062 -2.429 6.024
H 3.052 -4.590 6.068
H 1.057 -5.160 4.354
H 0.056 -3.357 3.263
H -1.874 1.115 2.400
H -4.259 1.066 2.725
H -5.263 -0.759 4.290
H -3.508 -2.260 5.484
H -1.263 -2.110 5.115
H 3.404 -0.253 2.574
H 5.643 0.820 1.962
H 5.898 3.090 1.606
H 3.692 4.538 1.373
H 1.593 3.411 1.502

=====

[3]
83
Properties=species:S:1:pos:R:3 method="wB97M-V/def2-TZVPD" total_charge=+2 gap_ev=7.2 e_above_lowest_kj_mol=28.9 e_homo_ev=-12.17 e_lumo_ev=-5.0
Bi 0.748 -0.511 0.331
O 0.700 -0.885 4.585
C 0.898 -1.057 3.400
N 0.851 -0.084 2.448
C 0.670 1.288 2.918
C 1.287 2.250 1.934
C 1.594 3.558 2.273
C 2.121 4.396 1.307
C 2.340 3.913 0.020
C 2.022 2.601 -0.245
N 1.508 1.790 0.697
C 1.302 -2.420 2.885
C 1.463 -3.459 3.783
C 1.964 -4.664 3.323
C 2.308 -4.774 1.984
C 2.099 -3.696 1.149
N 1.582 -2.536 1.578
H 1.119 1.397 3.904
H -0.388 1.540 3.022
H 1.423 3.906 3.286
H 2.371 5.421 1.555
H 2.758 4.541 -0.757
H 2.182 2.164 -1.227
H 1.208 -3.281 4.819
H 2.102 -5.499 3.998
H 2.739 -5.684 1.586
H 2.364 -3.768 0.103
C -2.394 -1.758 2.405
C -2.132 -2.596 1.189
C -2.946 -3.686 0.888
C -2.685 -4.457 -0.226
C -1.605 -4.134 -1.037
C -0.839 -3.032 -0.705
N -1.095 -2.289 0.383
Sb 0.726 -2.790 -2.261
C 0.099 -1.018 -3.311
C 0.001 -1.130 -4.687
C -0.360 0.001 -5.409
C -0.626 1.166 -4.726
C -0.515 1.203 -3.335
C -0.859 2.463 -2.592
N -0.136 0.122 -2.633
C 2.648 -1.839 -1.657
C 3.682 -2.246 -2.480
C 4.970 -1.787 -2.223
C 5.201 -0.988 -1.121
C 4.143 -0.627 -0.296
C 4.382 0.172 0.958
N 2.891 -1.027 -0.605
H -3.323 -2.063 2.883
H -1.598 -1.862 3.145
H -2.471 -0.701 2.133
H -3.775 -3.925 1.542
H -3.311 -5.309 -0.463
H -1.373 -4.729 -1.913
H 0.201 -2.071 -5.183
H -0.443 -0.039 -6.488
H -0.933 2.058 -5.259
H -0.385 3.332 -3.058
H -1.940 2.626 -2.618
H -0.570 2.396 -1.548
H 3.489 -2.917 -3.308
H 5.791 -2.082 -2.866
H 6.201 -0.650 -0.880
H 5.229 -0.248 1.503
H 4.630 1.211 0.723
H 3.513 0.162 1.615
C -4.968 0.723 -0.116
N -4.637 2.140 -0.178
C -5.524 3.158 -0.506
C -4.845 4.312 -0.412
N -3.548 3.989 -0.025
C -2.473 4.949 0.200
C -3.425 2.653 0.122
Se -1.913 1.737 0.665
H -5.857 0.547 -0.715
H -5.155 0.420 0.912
H -4.138 0.145 -0.510
H -6.552 2.968 -0.769
H -5.161 5.330 -0.579
H -2.901 5.947 0.226
H -1.734 4.888 -0.597
H -1.985 4.732 1.146

=====

[4]
80
Properties=species:S:1:pos:R:3 method="wB97M-V/def2-TZVPD" total_charge=+3 gap_ev="3.1 / 3.2" e_above_lowest_kj_mol=93.3 e_homo_ev="-14.95 / -14.96" e_lumo_ev="-11.8 / -11.8"
Ru 0.469 0.856 -0.637
Cl 2.859 1.264 -0.496
C 3.022 2.902 -1.119
C 4.284 3.410 -1.272
C 4.392 4.703 -1.779
C 3.271 5.443 -2.133
C 2.005 4.907 -1.980
Cl 0.642 5.842 -2.425
C 1.851 3.604 -1.459
S 0.291 2.922 -1.241
H 5.161 2.836 -1.007
H 5.375 5.139 -1.902
H 3.375 6.443 -2.530
S -3.923 0.843 -4.421
C -5.448 0.904 -5.152
C -6.467 0.958 -4.232
C -5.995 0.943 -2.917
C -4.614 0.876 -2.836
C -3.802 0.849 -1.641
C -2.392 0.795 -1.737
N -1.594 0.784 -0.686
C -2.135 0.865 0.554
C -3.520 0.889 0.762
C -3.998 0.930 2.120
C -3.141 0.963 3.162
C -1.715 0.973 2.958
C -0.777 1.039 3.991
C 0.585 1.068 3.716
C 0.963 1.043 2.358
N 0.089 0.972 1.367
C -1.239 0.927 1.647
C 1.602 1.125 4.755
C 2.969 1.195 4.605
C 3.656 1.233 5.835
C 2.803 1.192 6.900
S 1.177 1.113 6.423
C -4.348 0.876 -0.360
H -5.536 0.902 -6.228
H -7.509 1.006 -4.510
H -6.647 0.980 -2.057
H -1.916 0.758 -2.709
H -5.067 0.936 2.289
H -3.515 0.997 4.177
H -1.126 1.074 5.016
H 2.006 1.090 2.082
H 3.479 1.225 3.653
H 4.729 1.290 5.935
H 3.055 1.206 7.949
H -5.421 0.896 -0.224
C -1.733 -2.849 0.723
C -0.883 -3.102 -0.519
C -0.489 -4.565 -0.665
Sb 0.829 -1.799 -0.491
C 2.437 -2.606 0.688
C 1.992 -2.813 2.133
C 3.017 -3.860 0.047
C 1.587 -1.608 -2.494
C 1.376 -2.787 -3.436
C 0.888 -0.364 -3.024
H -2.609 -3.501 0.702
H -2.087 -1.820 0.780
H -1.186 -3.075 1.641
H -1.426 -2.775 -1.412
H 0.056 -4.920 0.211
H 0.114 -4.755 -1.553
H -1.395 -5.168 -0.745
H 3.188 -1.809 0.646
H 1.227 -3.587 2.214
H 1.605 -1.898 2.585
H 2.844 -3.139 2.731
H 2.311 -4.690 0.053
H 3.893 -4.174 0.618
H 3.344 -3.690 -0.979
H 2.656 -1.407 -2.373
H 0.320 -3.052 -3.524
H 1.917 -3.671 -3.099
H 1.739 -2.548 -4.438
H -0.181 -0.522 -3.155
H 1.296 -0.028 -3.984
H 1.084 0.597 -2.444

=====

[5]
84
Properties=species:S:1:pos:R:3 method="wB97M-V/def2-TZVPD" total_charge=+3 gap_ev="4.7 / 5.6" e_above_lowest_kj_mol=0.0 s_squared=3.809 multiplicity=4 e_homo_ev="-14.82 / -14.82" e_lumo_ev="-10.1 / -9.2"
Cr -1.853 0.420 1.440
N -2.819 2.690 -0.280
P -1.207 2.118 -0.124
C -0.178 3.419 0.527
C 0.129 3.473 1.888
C 0.812 4.564 2.399
C 1.189 5.600 1.555
C 0.884 5.554 0.200
C 0.202 4.469 -0.319
C -0.703 1.698 -1.782
C 0.648 1.789 -2.135
C 1.048 1.430 -3.412
C 0.116 0.966 -4.329
C -1.226 0.863 -3.980
C -1.640 1.225 -2.709
C -3.537 2.773 0.904
C -4.527 3.730 1.124
C -5.187 3.737 2.331
C -4.855 2.800 3.314
C -3.881 1.884 3.032
N -3.233 1.850 1.839
H -2.994 3.440 -0.945
H -0.145 2.663 2.554
H 1.057 4.606 3.450
H 1.726 6.448 1.954
H 1.183 6.363 -0.451
H -0.026 4.438 -1.377
H 1.381 2.166 -1.432
H 2.088 1.516 -3.691
H 0.436 0.690 -5.324
H -1.950 0.525 -4.707
H -2.696 1.199 -2.466
H -4.751 4.457 0.358
H -5.953 4.476 2.520
H -5.345 2.792 4.275
H -3.583 1.144 3.762
N -3.227 -0.461 0.142
C -3.413 -1.884 0.554
C -3.677 -1.889 2.043
N -2.515 -1.223 2.702
H -4.125 0.022 0.189
H -2.939 -0.412 -0.837
H -2.489 -2.419 0.320
H -4.223 -2.354 -0.005
H -3.825 -2.902 2.418
H -4.573 -1.312 2.280
H -1.744 -1.890 2.767
H -2.743 -1.005 3.671
Cl 1.633 -7.701 1.311
C 2.039 -6.090 0.871
C 1.349 -5.025 1.442
C 1.687 -3.736 1.079
C 2.705 -3.461 0.164
C 3.048 -2.050 -0.243
C 3.288 -1.063 0.899
N 2.068 -0.666 1.625
C 1.847 -0.786 2.976
C 0.587 -0.342 3.209
N 0.044 0.089 2.003
C 0.986 -0.136 1.078
O 2.028 -1.483 -1.075
C 1.894 -2.120 -2.338
C 2.903 -1.677 -3.358
C 3.700 -0.570 -3.360
Cl 3.845 0.681 -2.173
S 4.676 -0.440 -4.766
C 4.014 -1.882 -5.393
C 3.096 -2.433 -4.553
C 3.375 -4.555 -0.389
Cl 4.647 -4.335 -1.543
C 3.052 -5.861 -0.043
H 0.578 -5.221 2.171
H 1.138 -2.920 1.534
H 4.010 -2.064 -0.772
H 3.727 -0.153 0.494
H 3.976 -1.491 1.627
H 2.595 -1.171 3.645
H 0.065 -0.253 4.145
H 0.921 0.068 0.023
H 0.887 -1.880 -2.689
H 1.948 -3.207 -2.219
H 4.351 -2.260 -6.343
H 2.586 -3.361 -4.759
H 3.591 -6.687 -0.482

=====

[6]
80
Properties=species:S:1:pos:R:3 method="wB97M-V/def2-TZVPD" total_charge=+2 gap_ev=5.9 e_above_lowest_kj_mol=29.2 e_homo_ev=-12.95 e_lumo_ev=-7.0
Hf 1.196 -0.129 0.225
C -0.477 -0.530 4.337
C -1.098 -0.497 3.122
C -2.093 0.525 2.740
C -1.726 1.875 2.044
C -0.303 2.318 2.250
C 0.207 2.424 3.476
C -0.461 2.098 4.763
C -0.603 0.605 5.299
C 0.427 -1.949 -0.448
H -0.015 -1.414 4.667
H -1.166 -1.416 2.555
H -2.577 0.791 3.692
H -2.817 -0.006 2.102
H -1.950 1.793 0.974
H -2.326 2.742 2.429
H 0.196 2.769 1.355
H 1.290 2.590 3.599
H -1.482 2.517 4.716
H 0.135 2.577 5.566
H 0.101 0.440 6.119
H -1.603 0.473 5.738
H 1.362 -1.722 -0.987
H -0.503 -0.880 0.432
H 0.516 -2.725 0.327
P -0.898 -1.736 -1.625
P 1.763 0.936 -1.757
C -1.012 -0.031 -2.149
C -0.072 0.986 -2.144
C -0.604 -2.876 -2.976
C -1.645 -2.686 -3.887
C -1.690 -3.436 -5.046
C -0.681 -4.399 -5.244
C 0.335 -4.640 -4.298
C 0.420 -3.822 -3.161
C -2.325 -2.355 -0.740
C -3.138 -1.430 -0.089
C -4.013 -1.890 0.896
C -4.175 -3.256 1.122
C -3.380 -4.185 0.431
C -2.388 -3.730 -0.434
C 2.473 1.110 -3.413
C 2.233 0.079 -4.340
C 2.821 0.078 -5.628
C 3.603 1.172 -6.028
C 3.720 2.299 -5.179
C 3.209 2.236 -3.877
C 2.153 2.520 -0.808
C 3.377 2.661 -0.141
C 3.595 3.772 0.671
C 2.578 4.706 0.850
C 1.420 4.639 0.073
C 1.198 3.543 -0.762
H -1.999 0.194 -2.574
H -0.293 1.924 -2.701
H -2.447 -1.981 -3.651
H -2.477 -3.260 -5.787
H -0.700 -4.994 -6.155
H 1.082 -5.435 -4.454
H 1.207 -3.948 -2.422
H -3.097 -0.370 -0.349
H -4.633 -1.194 1.460
H -4.911 -3.644 1.827
H -3.532 -5.260 0.492
H -1.641 -4.389 -0.879
H 1.597 -0.768 -4.096
H 2.729 -0.770 -6.325
H 4.117 1.182 -6.995
H 4.281 3.183 -5.493
H 3.376 3.079 -3.189
H 4.121 1.870 -0.267
H 4.540 3.840 1.213
H 2.735 5.507 1.566
H 0.677 5.415 0.175
H 0.273 3.479 -1.329
F 2.336 -0.367 1.756
B -0.102 0.293 9.219
F -0.644 -0.615 8.382
F 0.015 0.050 10.540
F 0.283 1.447 8.630